Entry one
Density functional theory data (ωB97M-V/def2-TZVPD) for the molecule CH6N4.

## Properties
HOMO level   -0.313 Eh
Lowest unoccupied orbital energy   0.03579 Eh
HOMO-LUMO gap   9.488 eV
SMILES string   N/N=C/NN
Multiplicity   1

Each line ends with the natural charge from an NBO analysis.
Geometry (Å):
N (-0.415, -0.944, 2.162)  -0.693
N (-0.301, 0.137, 1.224)  -0.288
C (-0.067, -0.211, 0.031)  0.159
N (0.741, 0.480, -1.047)  -0.464
N (0.064, 0.782, -2.271)  -0.625
H (-0.621, -0.684, 3.097)  0.387
H (0.261, -1.692, 1.907)  0.372
H (-0.412, -1.286, -0.230)  0.118
H (0.814, 1.368, -0.669)  0.353
H (0.569, 0.081, -2.759)  0.348
H (-0.828, 0.295, -2.009)  0.333

=====

Entry two
Density functional theory data (ωB97M-V/def2-TZVPD) for the molecule CH6N4.

## Properties
HOMO level   -0.291 Eh
Lowest unoccupied orbital energy   0.01613 Eh
HOMO-LUMO gap   8.348 eV
SMILES string   [H]/N=N/CNN
Multiplicity   1

Each line ends with the natural charge from an NBO analysis.
Geometry (Å):
H (2.190, -1.285, 0.393)  0.327
N (1.475, -0.860, -0.211)  -0.433
N (0.878, 0.061, 0.468)  -0.090
C (0.139, 1.067, -0.353)  -0.125
N (-1.193, 0.641, 0.041)  -0.431
N (-1.007, -0.839, -0.012)  -0.764
H (0.353, 2.077, -0.012)  0.206
H (0.239, 0.924, -1.433)  0.184
H (-1.313, 0.898, 1.028)  0.348
H (-0.356, -1.309, -0.667)  0.401
H (-1.405, -1.375, 0.757)  0.378

=====

Stability, descending: entry one, entry two

=====

Entry one
Density functional theory data (ωB97M-V/def2-TZVPD) for the molecule C6H11NO3S.

## Properties
HOMO level   -0.351 Eh
Lowest unoccupied orbital energy   -0.00849 Eh
HOMO-LUMO gap   9.310 eV
SMILES string   CC(C)N1CCC(=O)S1(=O)=O
Multiplicity   1

Each line ends with the natural charge from an NBO analysis.
Geometry (Å):
C (-2.354, -0.066, -0.126)  -0.617
C (-1.017, 0.539, 0.350)  -0.050
C (-1.081, 2.050, 0.158)  -0.620
N (0.076, -0.065, -0.397)  -0.594
C (0.301, -1.386, 0.148)  -0.269
C (1.571, -1.924, -0.449)  -0.538
C (2.680, -0.974, -0.136)  0.435
O (3.799, -1.008, 0.194)  -0.425
S (1.767, 0.665, -0.082)  2.060
O (2.073, 1.475, -1.227)  -0.897
O (1.646, 1.358, 1.187)  -0.909
H (-2.449, -1.097, -0.401)  0.210
H (-3.116, 0.254, 0.558)  0.217
H (-2.556, 0.421, -1.009)  0.211
H (-0.851, 0.392, 1.517)  0.175
H (-1.876, 2.520, 0.665)  0.216
H (-1.242, 2.310, -0.918)  0.207
H (-0.188, 2.508, 0.447)  0.233
H (-0.590, -2.033, 0.009)  0.223
H (0.184, -1.137, 1.207)  0.203
H (1.467, -1.933, -1.648)  0.275
H (1.759, -2.870, -0.045)  0.253

=====

Entry two
Density functional theory data (ωB97M-V/def2-TZVPD) for the molecule C6H11NO3S.

## Properties
HOMO level   -0.368 Eh
Lowest unoccupied orbital energy   0.02249 Eh
HOMO-LUMO gap   10.625 eV
Multiplicity   1

Each line ends with the natural charge from an NBO analysis.
Geometry (Å):
N (-2.567, -1.307, 2.027)  -0.601
C (-1.314, -1.255, 1.851)  0.137
C (-0.745, -0.958, 0.496)  -0.490
C (0.486, -0.026, 0.578)  -0.247
C (1.527, -0.309, -0.511)  -0.435
C (1.016, -0.374, -1.943)  -0.102
O (0.838, 0.951, -2.505)  -0.696
S (-0.491, 1.615, -1.813)  1.737
O (-0.838, 2.729, -2.646)  -0.907
O (0.272, 2.246, -0.518)  -0.709
C (0.125, 1.469, 0.689)  -0.087
H (-2.789, -1.527, 2.996)  0.337
H (-0.625, -1.414, 2.687)  0.147
H (-0.404, -1.901, 0.058)  0.225
H (-1.532, -0.521, -0.111)  0.236
H (0.967, -0.275, 1.529)  0.214
H (1.974, -1.284, -0.291)  0.217
H (2.344, 0.413, -0.472)  0.232
H (1.747, -0.894, -2.557)  0.211
H (0.067, -0.905, -2.031)  0.184
H (0.819, 1.936, 1.385)  0.205
H (-0.879, 1.592, 1.102)  0.191

=====

Stability, descending: entry two, entry one

=====

Entry one
Density functional theory data (ωB97M-V/def2-TZVPD) for the molecule CHN3O2.

## Properties
HOMO level   -0.384 Eh
Lowest unoccupied orbital energy   0.00452 Eh
HOMO-LUMO gap   10.564 eV
SMILES string   O=c1nn[nH]o1
Multiplicity   1

Each line ends with the natural charge from an NBO analysis.
Geometry (Å):
O (1.771, -0.947, 1.015)  -0.544
C (0.878, -0.499, 0.342)  0.761
N (0.448, -0.797, -0.979)  -0.317
N (-0.561, -0.033, -1.182)  0.062
N (-0.870, 0.614, -0.131)  -0.078
O (-0.079, 0.356, 0.935)  -0.303
H (-1.587, 1.306, 0.001)  0.419

=====

Entry two
Density functional theory data (ωB97M-V/def2-TZVPD) for a 2-piece molecular cluster, CHN3O2 overall.

## Properties
HOMO level   -0.395 Eh
Lowest unoccupied orbital energy   -0.05052 Eh
HOMO-LUMO gap   9.382 eV
SMILES string   O=NN=O.C#N
Multiplicity   1

Each line ends with the natural charge from an NBO analysis.
Geometry (Å):
O (1.683, -0.215, 2.412)  -0.299
N (1.398, -1.180, 1.780)  0.373
N (1.174, -2.306, 1.665)  0.331
O (0.859, -3.188, 0.905)  -0.387
C (-0.534, -1.393, -0.848)  0.049
N (-1.476, -0.741, -0.757)  -0.311
H (0.384, -2.010, -0.672)  0.244

=====

Stability, descending: entry one, entry two